The following is a quantum chemistry calculation of the molecule C3H4IN2P, from OMol25.

Each line ends with the natural charge from an NBO analysis.
Geometry (Å):
I  -3.62  0.29  -0.04  -0.048
P  -1.86  -0.61  -1.45  0.545
N  -0.44  -0.36  -0.14  -0.396
C  0.72  -1.09  -0.05  -0.058
C  1.59  -0.26  0.68  -0.353
C  0.81  0.95  0.90  -0.037
N  -0.36  0.88  0.37  -0.303
H  -1.28  0.52  -2.09  -0.018
H  0.72  -2.05  -0.54  0.227
H  2.57  -0.27  1.04  0.229
H  1.14  1.98  1.32  0.213

Summary:
Net charge   0
HOMO   -9.182 eV
HOMO-LUMO gap   8.862 eV

The following is a quantum chemistry calculation of a cluster of 2 separate species, C3H4INO2 in total, from OMol25.

Each line ends with the natural charge from an NBO analysis.
Geometry (Å):
C  -0.15  -2.97  -0.15  0.862
C  -0.06  2.20  -0.24  -0.208
C  0.50  -0.02  -0.92  0.037
N  0.06  -2.31  0.86  -0.772
O  -0.34  -3.34  -1.24  -0.514
O  -0.12  1.06  -0.87  -0.359
I  2.51  -0.09  0.02  -0.019
H  -0.83  2.95  -0.54  0.184
H  1.02  2.50  0.02  0.171
H  0.30  -0.83  -1.54  0.190
H  -0.18  -2.41  1.81  0.428

Summary:
Net charge   0
HOMO (alpha / beta)   -7.600 / -7.959 eV
HOMO-LUMO gap (alpha / beta)   7.926 / 8.374 eV

The following is a quantum chemistry calculation of a structure of composition C3H4INS, from OMol25.

Each line ends with the natural charge from an NBO analysis.
Geometry (Å):
C  0.88  0.51  -0.52  -0.096
C  -1.16  -0.87  0.56  -0.597
C  -0.37  0.97  -0.80  -0.361
N  1.09  0.19  0.82  -0.766
S  0.33  -1.21  1.40  0.534
I  -2.54  -2.30  0.54  0.260
H  1.73  0.27  -1.25  0.204
H  -1.16  1.22  -0.05  0.234
H  -0.82  1.11  -1.78  0.207
H  2.03  0.11  1.08  0.380

Summary:
Net charge   0
HOMO   -7.743 eV
HOMO-LUMO gap   7.246 eV

Number 1: energy -865.23483 a.u.. Number 2: energy -619.48887 a.u.. Number 3: energy -867.17354 a.u..